{
  "formula": "C3H6N2O2",
  "method": "ωB97M-V with the def2-TZVPD basis set",
  "largest_force_ha_per_bohr": 0.0066,
  "smiles": "[H]/N=C(/NC=O)OC",
  "de_lowest_kcal_mol": 41.0,
  "homo_ev": -10.1387,
  "homo_lumo_gap_ev": 10.8,
  "energy_ha": -377.894060,
  "species": ["H", "N", "C", "N", "C", "O", "O", "C", "H", "H", "H", "H", "H"],
  "xyz": [[1.0451, -1.0196, -1.5125], [0.0570, -0.9112, -1.3280], [-0.2144, -0.5130, -0.1588], [-1.5720, -0.3967, 0.2169], [-2.1031, 0.8956, 0.1554], [-3.1453, 1.1349, -0.3937], [0.5988, -0.1368, 0.8472], [1.9732, 0.0370, 0.5185], [-2.1401, -1.0168, -0.3536], [-1.4899, 1.6642, 0.6521], [2.4885, 0.2558, 1.4553], [2.0913, 0.8758, -0.1773], [2.4108, -0.8691, 0.0787]],
  "forces_ev_per_a": [[0.1643, -0.0176, 0.0509], [-0.0102, -0.0313, 0.2966], [0.1171, -0.0726, -0.2660], [-0.1163, 0.1107, -0.1651], [-0.1104, -0.0898, -0.0726], [-0.0224, 0.0682, 0.3332], [-0.1025, 0.0500, -0.1082], [0.2382, 0.0212, -0.0543], [0.0738, 0.0810, -0.0148], [0.0572, -0.1018, -0.0567], [-0.1461, -0.0130, -0.1605], [0.0093, -0.1478, 0.0822], [-0.1520, 0.1428, 0.1354]]
}



{
  "formula": "C10H20FNO2P",
  "method": "ωB97M-V with the def2-TZVPD basis set",
  "largest_force_ha_per_bohr": 0.0089,
  "homo_ev": [-8.0913, -9.0688],
  "spin_multiplicity": 2,
  "homo_lumo_gap_ev": [8.8, 9.7],
  "energy_ha": -1039.433465,
  "species": ["C", "P", "O", "C", "F", "C", "C", "C", "C", "N", "O", "C", "C", "C", "C", "H", "H", "H", "H", "H", "H", "H", "H", "H", "H", "H", "H", "H", "H", "H", "H", "H", "H", "H", "H"],
  "xyz": [[2.5126, 0.0272, 1.5659], [2.4326, -1.4162, 0.4080], [3.7646, -1.1279, -0.5178], [1.0839, -0.8327, -0.8101], [1.5547, -1.3692, -2.0360], [-0.2545, -1.5396, -0.5832], [-1.1651, -0.9612, 0.5134], [-0.8514, -1.5657, 1.8802], [-2.6284, -1.2612, 0.1558], [-0.9699, 0.5282, 0.5798], [-0.8173, 1.0490, 1.7310], [-0.4209, 1.2810, -0.5953], [-1.4347, 1.2317, -1.7506], [-0.2443, 2.7332, -0.1915], [0.9466, 0.6777, -0.9915], [2.6847, -0.3461, 2.5788], [1.6128, 0.6455, 1.5859], [3.3660, 0.6536, 1.2934], [3.8301, -0.2257, -0.8549], [-0.7684, -1.5123, -1.5438], [-0.0871, -2.5969, -0.3590], [0.1106, -1.2523, 2.2683], [-1.5999, -1.2701, 2.6148], [-0.8567, -2.6554, 1.7881], [-3.2569, -1.2647, 1.0489], [-3.0161, -0.5105, -0.5323], [-2.7146, -2.2399, -0.3242], [-1.5673, 0.2455, -2.1822], [-2.4066, 1.5941, -1.4079], [-1.0910, 1.8915, -2.5524], [0.5201, 2.8441, 0.5776], [-1.1772, 3.1431, 0.1977], [0.0578, 3.3070, -1.0718], [1.7279, 1.2039, -0.4326], [1.1231, 0.8915, -2.0506]],
  "forces_ev_per_a": [[-0.0841, -0.1315, 0.2293], [-0.0221, 0.1883, -0.1585], [0.0432, -0.0180, 0.1141], [-0.0859, -0.2895, 0.0833], [-0.0832, 0.0545, 0.0523], [0.1016, 0.1016, -0.0103], [-0.0032, 0.2792, -0.0489], [-0.1235, -0.1023, -0.0252], [-0.1112, -0.0062, -0.0101], [0.3588, -0.1405, 0.0098], [-0.1024, 0.0642, 0.1022], [-0.3212, -0.3258, 0.0285], [0.0964, 0.1516, -0.0147], [0.0779, 0.1611, 0.0781], [0.0548, 0.1702, -0.2244], [0.0230, 0.0643, -0.0819], [-0.0022, -0.1099, 0.0695], [-0.0585, 0.0001, -0.0029], [0.0026, -0.0307, -0.0256], [-0.0266, 0.0035, -0.0497], [0.0807, 0.0866, -0.0524], [0.2293, 0.0194, -0.0231], [0.0590, 0.0124, -0.0547], [-0.0437, 0.0955, 0.0088], [0.0464, 0.0840, -0.0702], [-0.0108, -0.1181, -0.0119], [0.0248, 0.0265, 0.0909], [0.0116, -0.1120, 0.0043], [0.0636, 0.0009, -0.0154], [-0.0085, -0.0633, 0.0769], [-0.0864, 0.0008, -0.0141], [0.0547, -0.0037, -0.0511], [-0.0093, -0.0494, 0.0565], [-0.1199, -0.0456, -0.1296], [-0.0260, -0.0179, 0.0700]]
}



{
  "formula": "C4H13NOS2",
  "method": "ωB97M-V with the def2-TZVPD basis set",
  "largest_force_ha_per_bohr": 0.1081,
  "total_charge": 1,
  "de_lowest_kcal_mol": 57.6,
  "homo_ev": [-12.7435, -12.7406],
  "spin_multiplicity": 2,
  "homo_lumo_gap_ev": [8.1, 4.1],
  "energy_ha": -1086.164155,
  "species": ["S", "S", "C", "C", "C", "N", "C", "H", "H", "H", "H", "H", "H", "H", "H", "H", "H", "H", "H", "H", "O"],
  "xyz": [[-0.2288, -2.2649, 3.1183], [-0.6917, -2.8028, 1.2479], [0.0473, -1.3836, 0.3547], [-0.9575, -0.2211, 0.1388], [0.0506, 0.9861, 0.5092], [-1.5900, -0.2100, -1.2239], [-1.2380, 1.0392, -1.9428], [-0.9419, -1.1407, 3.5128], [0.3866, -1.5968, -0.7034], [1.0807, -1.0869, 0.7905], [-1.8503, -0.2271, 0.9297], [0.7174, 1.2246, -0.3276], [0.6023, 0.8941, 1.4136], [-0.7169, 1.8609, 0.6382], [-1.2846, -0.9620, -1.7974], [-1.7119, 1.2059, -2.8004], [-0.2006, 1.3266, -1.9820], [-1.7662, 1.8315, -1.3031], [3.4120, 0.9925, -0.7922], [3.6510, -0.1631, 0.1481], [3.2303, 0.6979, 0.0708]],
  "forces_ev_per_a": [[-0.5576, -0.6149, 1.1421], [1.1169, 1.0574, -0.3387], [1.1579, -0.0229, -1.4691], [0.0893, 0.6939, 1.7229], [-4.0858, 2.0494, -1.4474], [1.1721, 1.3283, 0.6562], [-0.5860, 1.3748, 5.3564], [0.4760, -0.1800, -1.1108], [-0.6714, -0.8974, 1.0111], [-2.1060, -0.5996, 0.0672], [1.9770, -0.0633, -1.4349], [-0.1285, -0.2169, 0.5438], [0.2281, -0.4912, 0.6927], [1.9084, -1.0821, -0.1903], [0.3199, -1.0058, -0.1478], [-1.7893, -0.3144, -3.9105], [0.3698, -0.2625, -0.3197], [1.0197, -0.6511, -0.8010], [0.4979, 0.6363, -1.7469], [0.2252, 0.0763, -0.0421], [-0.6337, -0.8144, 1.7666]]
}



What did the first record say?
{
  "formula": "C3H6N2O2",
  "method": "ωB97M-V with the def2-TZVPD basis set",
  "largest_force_ha_per_bohr": 0.0066,
  "smiles": "[H]/N=C(/NC=O)OC",
  "de_lowest_kcal_mol": 41.0,
  "homo_ev": -10.1387,
  "homo_lumo_gap_ev": 10.8,
  "energy_ha": -377.894060,
  "species": ["H", "N", "C", "N", "C", "O", "O", "C", "H", "H", "H", "H", "H"],
  "xyz": [[1.0451, -1.0196, -1.5125], [0.0570, -0.9112, -1.3280], [-0.2144, -0.5130, -0.1588], [-1.5720, -0.3967, 0.2169], [-2.1031, 0.8956, 0.1554], [-3.1453, 1.1349, -0.3937], [0.5988, -0.1368, 0.8472], [1.9732, 0.0370, 0.5185], [-2.1401, -1.0168, -0.3536], [-1.4899, 1.6642, 0.6521], [2.4885, 0.2558, 1.4553], [2.0913, 0.8758, -0.1773], [2.4108, -0.8691, 0.0787]],
  "forces_ev_per_a": [[0.1643, -0.0176, 0.0509], [-0.0102, -0.0313, 0.2966], [0.1171, -0.0726, -0.2660], [-0.1163, 0.1107, -0.1651], [-0.1104, -0.0898, -0.0726], [-0.0224, 0.0682, 0.3332], [-0.1025, 0.0500, -0.1082], [0.2382, 0.0212, -0.0543], [0.0738, 0.0810, -0.0148], [0.0572, -0.1018, -0.0567], [-0.1461, -0.0130, -0.1605], [0.0093, -0.1478, 0.0822], [-0.1520, 0.1428, 0.1354]]
}